1.
{"formula": "C18H48KN2O11S", "method": "ωB97M-V with the def2-TZVPD basis set", "symbols": ["K", "S", "O", "O", "O", "O", "C", "O", "C", "C", "N", "C", "C", "O", "C", "H", "H", "H", "H", "H", "H", "H", "H", "H", "H", "H", "H", "H", "H", "H", "C", "O", "C", "C", "N", "C", "C", "O", "C", "H", "H", "H", "H", "H", "H", "H", "H", "H", "H", "H", "H", "H", "H", "H", "C", "C", "O", "H", "H", "H", "H", "H", "H", "C", "C", "O", "H", "H", "H", "H", "H", "H", "C", "C", "O", "H", "H", "H", "H", "H", "H"], "positions_angstrom": [[8.9674, 13.4645, 10.5807], [11.8337, 12.5001, 10.4698], [11.0535, 12.8066, 9.1619], [10.8474, 12.0099, 11.4230], [12.7627, 11.4159, 10.2754], [12.4843, 13.7235, 10.9597], [7.1784, 16.8099, 10.6010], [7.1282, 15.5539, 11.2932], [7.2623, 15.7799, 12.7470], [6.9764, 14.5077, 13.5052], [7.8973, 13.4221, 13.2318], [8.7901, 13.1602, 14.3829], [9.9631, 14.0530, 14.5287], [9.4760, 15.3124, 15.0377], [10.3983, 16.3591, 15.0163], [6.3693, 17.4744, 10.9246], [7.1406, 16.5394, 9.5540], [8.2120, 17.2544, 10.7993], [6.4285, 16.4597, 12.9672], [8.2145, 16.2050, 12.9579], [5.8726, 14.2233, 13.3516], [7.1294, 14.8803, 14.4887], [7.3921, 12.5834, 12.9625], [9.1055, 12.1340, 14.2807], [8.2373, 13.2641, 15.3776], [10.4500, 14.1953, 13.5505], [10.6901, 13.6179, 15.1776], [10.0356, 17.1010, 15.7077], [10.4781, 16.8166, 13.9988], [11.4020, 16.1273, 15.3268], [10.5762, 6.7547, 8.5279], [9.6992, 7.3397, 7.5458], [10.3048, 8.5187, 7.0007], [10.7806, 9.5488, 7.9804], [9.9744, 9.5653, 9.2085], [8.6457, 10.2776, 9.1290], [8.1058, 10.4023, 10.5479], [6.8808, 11.1415, 10.6472], [5.7948, 10.6481, 9.9260], [10.1507, 5.7549, 8.9173], [10.6199, 7.4442, 9.4565], [11.5481, 6.5879, 8.1151], [9.6077, 8.9750, 6.4174], [11.0783, 8.1188, 6.3076], [10.7803, 10.5718, 7.4373], [11.7745, 9.1970, 8.2067], [10.5380, 10.2017, 9.7656], [7.9479, 9.6509, 8.5487], [8.7889, 11.2455, 8.6748], [8.8163, 10.9283, 11.2255], [7.8017, 9.4423, 10.9481], [4.9483, 10.6887, 10.6738], [5.9404, 9.6243, 9.6200], [5.5864, 11.1634, 9.0051], [11.9052, 17.6437, 11.0065], [11.2376, 16.4965, 10.3080], [10.7683, 15.6027, 11.3219], [12.4929, 18.2842, 10.3198], [12.4522, 17.2737, 11.9092], [11.0944, 18.2015, 11.5305], [11.9701, 15.9757, 9.6801], [10.3580, 16.7235, 9.6850], [11.4489, 14.7213, 11.2905], [13.1295, 9.5448, 12.9333], [11.6565, 9.6029, 13.2909], [11.3122, 10.7937, 13.9527], [13.8054, 9.7788, 13.7358], [13.4569, 10.2139, 12.1510], [13.3316, 8.5647, 12.6008], [11.2306, 8.8157, 13.8773], [11.1338, 9.5721, 12.3232], [11.4289, 11.4514, 13.2990], [11.4176, 13.4028, 5.6432], [9.8819, 13.3929, 5.9508], [9.6405, 13.6916, 7.3095], [11.8354, 14.3851, 5.7671], [11.6638, 13.0470, 4.7011], [11.8914, 12.6429, 6.3257], [9.3652, 12.4709, 5.6742], [9.3663, 14.1200, 5.3636], [10.4303, 13.4876, 7.8793]], "forces_ev_per_a": [[-0.574, 0.615, -0.238], [-0.202, -0.924, -2.936], [1.434, -0.348, 2.140], [-1.707, 0.140, 1.788], [1.201, -0.284, -0.823], [0.089, 0.807, 0.326], [1.857, -0.832, 0.773], [0.088, 0.606, 1.001], [-1.980, -0.655, -2.369], [-1.213, 0.242, -1.203], [0.248, 0.131, 0.667], [-1.546, -0.720, 0.719], [-0.082, 1.296, -1.404], [0.234, -0.835, 0.120], [-0.183, 0.856, -1.135], [0.114, 0.018, -0.170], [-0.275, 0.305, -0.292], [-1.340, -0.097, -0.237], [0.349, 0.318, 0.402], [0.893, 0.297, 0.212], [1.586, 0.269, 0.191], [-0.269, -0.199, 1.408], [0.161, 0.101, 0.208], [0.419, -0.334, 0.110], [0.295, -0.331, -1.046], [-0.083, 0.138, 0.139], [0.537, -0.284, 0.803], [-0.236, 0.446, 0.221], [-0.052, -0.332, 0.533], [0.535, -0.660, 0.210], [-1.863, -0.018, 2.109], [0.476, -0.132, 0.977], [0.881, -2.172, 0.197], [-0.390, 0.595, -0.656], [-0.304, 1.309, 0.057], [1.019, -1.463, 0.099], [-0.429, 0.310, 0.329], [0.781, 1.292, -0.213], [-0.961, -0.442, 1.479], [0.444, 1.478, -0.997], [0.157, -1.075, -1.555], [0.830, -0.151, -0.305], [-2.432, 0.854, -1.870], [0.176, 0.748, 0.390], [0.376, -1.398, 0.893], [0.542, 0.807, 0.746], [0.048, -0.105, 0.634], [0.275, 0.342, -0.058], [-0.174, 0.604, -0.357], [-0.305, -0.676, -0.474], [0.790, -0.656, 0.118], [0.396, -0.024, -1.256], [0.084, -0.715, 0.151], [-0.164, 0.746, -0.269], [-0.742, 0.900, 1.116], [0.041, -1.529, 0.430], [0.979, -1.968, -0.213], [-0.217, -0.182, 0.626], [0.249, 0.044, -1.198], [0.448, 0.287, -0.626], [-0.142, -0.045, -0.095], [0.403, 0.537, 0.005], [-1.028, 2.060, -0.094], [0.030, 0.212, 0.547], [0.016, 0.923, -1.381], [-0.286, -0.737, 1.582], [0.080, -0.127, 0.921], [-0.661, 0.331, -0.470], [0.493, -1.369, -0.479], [0.375, -0.811, 0.538], [-0.153, -0.069, 0.083], [-0.020, 1.592, -1.383], [-1.339, -1.260, 2.331], [1.135, -0.013, 0.465], [-0.017, 0.302, -0.178], [0.189, 0.371, 0.334], [0.153, -0.518, -2.176], [-0.254, 1.047, -0.253], [0.448, -0.563, 0.044], [-0.242, 0.943, -0.538], [-0.489, -0.165, -0.223]], "charge": -1, "homo_lumo_gap_ha": 0.2904, "max_force_ev_per_a": 3.2, "energy_ev": -72107.570}

2.
{"formula": "C20H36N3O7S", "method": "ωB97M-V with the def2-TZVPD basis set", "symbols": ["C", "C", "O", "C", "C", "C", "C", "C", "N", "C", "N", "C", "C", "N", "C", "C", "S", "H", "H", "H", "H", "H", "H", "H", "H", "H", "H", "H", "H", "H", "H", "H", "H", "H", "H", "H", "H", "H", "H", "H", "H", "C", "C", "C", "O", "C", "O", "O", "H", "H", "H", "H", "H", "H", "C", "C", "C", "O", "C", "O", "O", "H", "H", "H", "H", "H", "H"], "positions_angstrom": [[-0.7858, -3.6738, 2.4031], [-2.0881, -4.2448, 1.7717], [-1.8403, -4.3590, 0.3667], [-2.9491, -3.9867, -0.4464], [-2.3671, -3.4087, -1.7932], [-0.8459, -3.6446, -1.9303], [-0.3589, -3.1548, -3.3487], [0.9383, -2.3333, -3.3052], [0.8319, -1.0333, -2.6305], [-0.0128, -0.5947, -1.7206], [0.2574, 0.6469, -1.3410], [1.3804, 1.0748, -2.0784], [2.0975, 2.4433, -1.9906], [1.2098, 3.5041, -2.5240], [0.4034, 3.9989, -1.3810], [1.7120, 0.0234, -2.8923], [3.0475, 0.1027, -4.0495], [-0.7156, -3.8805, 3.4779], [0.0408, -4.1450, 1.8436], [-0.7104, -2.5928, 2.1816], [-2.1751, -5.2762, 2.1620], [-2.9626, -3.6277, 2.0231], [-3.6340, -3.2737, 0.0351], [-3.4828, -4.9180, -0.7141], [-2.8822, -3.8425, -2.6667], [-2.5979, -2.3258, -1.7921], [-0.2725, -3.1365, -1.1376], [-0.6022, -4.7114, -1.8153], [-1.1741, -2.6889, -3.9243], [-0.1083, -4.0830, -3.8928], [1.3588, -2.2230, -4.3162], [1.6767, -2.9352, -2.7419], [-0.8258, -1.1564, -1.2684], [-0.3024, 1.1230, -0.6178], [3.0207, 2.3765, -2.5837], [2.3469, 2.6595, -0.9424], [0.5928, 3.0087, -3.1643], [0.3139, 3.2334, -0.5859], [-0.6119, 4.2767, -1.7019], [0.9312, 4.8587, -0.9395], [3.6068, -1.1329, -4.0879], [-3.6793, 5.1638, 1.9499], [-3.1945, 3.8974, 1.2895], [-3.4318, 2.6439, 2.0853], [-2.3822, 1.7876, 1.5967], [-1.3805, 2.5923, 1.1936], [-0.2792, 2.2026, 0.8951], [-1.7562, 3.8794, 1.1670], [-3.2918, 6.0385, 1.4275], [-4.7681, 5.2074, 1.9489], [-3.3280, 5.2295, 2.9810], [-3.6142, 3.8178, 0.2824], [-4.4104, 2.2049, 1.9064], [-3.2905, 2.7785, 3.1593], [2.5563, 1.0886, 1.3646], [3.8016, 0.8108, 2.1721], [4.0860, -0.6510, 2.4032], [4.8385, -0.6196, 3.6164], [4.4469, 0.4935, 4.2995], [4.7420, 0.7339, 5.4201], [3.6657, 1.2905, 3.5134], [2.2980, 2.1465, 1.4151], [2.7018, 0.8091, 0.3201], [1.7002, 0.5371, 1.7575], [4.6611, 1.3175, 1.7213], [4.6643, -1.1036, 1.5993], [3.1828, -1.2441, 2.5745]], "forces_ev_per_a": [[-0.431, 0.132, -1.011], [1.603, -0.669, 0.678], [-1.003, 1.141, 0.526], [0.671, -0.993, -1.474], [-0.085, 0.129, 0.959], [-0.051, 0.416, -0.721], [0.082, -0.785, 0.506], [-0.190, -1.359, 0.166], [0.695, 0.904, -1.012], [-1.289, -0.557, 1.004], [0.668, -0.222, -1.110], [0.569, 0.432, 0.478], [-0.780, -0.638, -0.415], [-0.052, -0.751, 0.732], [0.015, -0.044, 0.013], [0.630, -0.054, 0.471], [-0.181, 0.041, -0.428], [0.024, 0.162, -0.328], [-0.185, 0.016, 0.547], [-0.057, -0.350, 0.380], [-0.533, 0.467, -0.029], [0.139, -0.296, -0.248], [0.283, -0.235, -0.011], [-0.208, 0.449, 0.323], [0.136, 0.143, 0.390], [0.243, -0.295, -0.289], [-0.357, -0.254, -0.176], [-0.198, 0.381, -0.021], [0.387, 0.183, 0.264], [-0.007, 0.551, -0.074], [-0.299, 0.523, 0.393], [-0.218, 0.344, -0.150], [0.293, 0.024, -0.345], [0.804, 0.125, -0.142], [-0.270, -0.070, 0.276], [0.052, -0.024, -0.423], [0.025, 0.511, -0.140], [0.024, 0.781, -0.688], [0.425, 0.183, 0.050], [-0.408, -0.141, -0.158], [-0.536, 0.162, 0.551], [0.370, 0.214, 0.118], [-0.601, 0.668, 0.344], [-0.379, -0.171, 0.033], [0.376, 0.082, -0.182], [-0.139, 0.254, 0.356], [-0.603, -0.472, 0.369], [0.277, -0.575, -0.150], [-0.118, -0.039, -0.093], [0.019, -0.052, -0.057], [-0.023, -0.087, -0.010], [0.095, -0.105, -0.007], [0.147, -0.194, -0.098], [0.044, 0.113, -0.046], [-0.159, 0.119, 0.302], [-0.486, 0.107, -0.466], [0.286, -0.236, -0.123], [-0.175, 0.237, -0.011], [0.072, 0.041, 0.306], [-0.042, -0.021, -0.068], [0.266, -0.275, 0.044], [0.066, -0.009, -0.070], [0.114, -0.049, 0.037], [0.053, -0.025, 0.027], [0.057, -0.091, 0.040], [0.147, -0.030, 0.162], [-0.090, 0.133, -0.070]], "charge": 1, "homo_lumo_gap_ha": 0.3427, "max_force_ev_per_a": 1.9, "energy_ev": -50955.416}